[1]
{
  "formula": "C4H12NO2",
  "method": "ωB97M-V/def2-TZVPD",
  "total_charge": -1,
  "max_force_ha_per_bohr": 0.1119,
  "homo_ev": -3.663,
  "gap_ev": 6.68,
  "e_lumo_ev": 3.01,
  "relative_energy_ev": 4.990,
  "symbols": ["C", "N", "C", "C", "C", "O", "H", "H", "H", "H", "H", "H", "H", "H", "H", "H", "H", "H", "O"],
  "coordinates": [[-1.260, 2.222, 1.040], [-1.394, 0.821, 1.245], [-0.673, 0.112, 0.335], [0.075, -1.054, 0.892], [1.006, -1.818, -0.049], [0.474, -2.258, -1.209], [-1.895, 2.811, 1.696], [-1.491, 2.502, 0.001], [-0.196, 2.520, 1.155], [0.202, 1.009, -0.048], [1.012, 1.192, -0.207], [-1.325, -0.223, -0.479], [0.610, -0.785, 1.814], [-0.649, -1.725, 1.348], [1.910, -1.165, -0.226], [1.449, -2.620, 0.575], [0.531, -1.220, -2.190], [1.032, 0.227, -2.670], [0.581, -0.547, -3.024]]
}



[2]
{
  "formula": "C4H12NO2",
  "method": "ωB97M-V/def2-TZVPD",
  "total_charge": -1,
  "max_force_ha_per_bohr": 0.0718,
  "homo_ev": -2.777,
  "gap_ev": 6.82,
  "e_lumo_ev": 4.04,
  "relative_energy_ev": 1.797,
  "symbols": ["C", "C", "C", "N", "C", "O", "H", "H", "H", "H", "H", "H", "H", "H", "H", "H", "H", "H", "O"],
  "coordinates": [[1.270, 1.120, 0.492], [0.358, 0.002, 0.951], [-0.826, 0.592, 1.720], [-0.165, -0.919, -0.191], [-1.066, -0.140, -1.175], [-2.313, 0.122, -0.797], [0.630, 2.013, 0.335], [1.655, 1.455, 1.454], [1.945, 0.825, -0.263], [0.949, -0.714, 1.594], [-1.700, 0.700, 1.079], [-1.244, -0.137, 2.503], [-0.412, 1.470, 2.290], [-0.636, -1.812, 0.164], [-0.416, 0.806, -1.228], [-1.048, -0.804, -2.098], [0.562, -2.159, -2.284], [1.081, -0.759, -2.178], [1.376, -1.660, -2.370]]
}



[3]
{
  "formula": "C4H12NO2",
  "method": "ωB97M-V/def2-TZVPD",
  "total_charge": -1,
  "max_force_ha_per_bohr": 0.0923,
  "homo_ev": -3.026,
  "gap_ev": 7.09,
  "e_lumo_ev": 4.07,
  "relative_energy_ev": 2.520,
  "symbols": ["C", "O", "C", "C", "C", "N", "H", "H", "H", "H", "H", "H", "H", "H", "H", "H", "H", "H", "O"],
  "coordinates": [[1.520, 0.300, -0.341], [1.756, -0.079, 0.912], [0.214, -0.329, -0.878], [-0.330, 0.469, -2.135], [-1.614, -0.031, -2.660], [-0.848, -0.268, 0.197], [2.312, -0.057, -1.091], [1.369, 1.438, -0.639], [0.218, -1.351, -1.043], [0.536, 0.474, -2.888], [-0.763, 1.386, -1.792], [-1.208, -1.060, -2.659], [-2.554, -0.117, -2.101], [-1.787, 0.302, -3.622], [-1.067, 0.773, 0.205], [-0.067, -0.187, 0.919], [0.359, -0.142, 3.780], [-0.609, -0.937, 4.315], [-0.449, -0.059, 4.253]]
}



[4]
{
  "formula": "C4H12NO2",
  "method": "ωB97M-V/def2-TZVPD",
  "total_charge": 1,
  "max_force_ha_per_bohr": 0.1037,
  "homo_ev": -13.815,
  "gap_ev": 4.09,
  "e_lumo_ev": -9.73,
  "relative_energy_ev": 7.592,
  "symbols": ["O", "C", "C", "N", "C", "C", "H", "H", "H", "H", "H", "H", "H", "H", "H", "H", "H", "H", "O"],
  "coordinates": [[1.385, 1.120, -0.574], [2.006, 1.013, 0.519], [2.083, -0.188, 1.253], [-1.900, -1.159, -0.472], [-1.260, -0.180, 0.476], [-1.874, 1.161, 0.152], [2.578, 1.912, 0.768], [2.842, -0.045, 2.052], [1.819, -1.187, 0.929], [-1.215, -1.217, -1.219], [-1.918, -2.043, 0.085], [-1.570, -0.470, 1.443], [-0.153, -0.255, 0.532], [-2.939, 1.219, 0.261], [-1.388, 2.043, 0.650], [-1.824, 1.538, -0.844], [1.062, -0.437, -1.535], [1.480, -1.508, -2.544], [0.785, -1.317, -1.932]]
}



[5]
{
  "formula": "C4H12NO2",
  "method": "ωB97M-V/def2-TZVPD",
  "total_charge": 1,
  "max_force_ha_per_bohr": 0.0692,
  "homo_ev": -13.999,
  "gap_ev": 9.17,
  "e_lumo_ev": -4.83,
  "relative_energy_ev": 3.121,
  "symbols": ["C", "C", "C", "C", "N", "H", "H", "H", "H", "H", "H", "H", "H", "H", "H", "O", "H", "H", "O"],
  "coordinates": [[0.452, 0.860, 2.466], [0.362, -0.068, 1.212], [0.838, -1.302, 1.213], [-1.080, 1.408, -0.118], [-0.349, 0.337, -0.001], [-0.457, 0.697, 3.101], [1.067, 0.082, 2.997], [0.962, 1.832, 2.380], [0.698, -1.826, 0.184], [1.323, -1.821, 2.081], [-1.482, 1.679, -1.082], [-1.396, 1.944, 0.740], [-0.557, -0.510, -0.576], [0.806, 1.585, -2.674], [0.833, 0.266, -3.431], [0.337, 0.778, -2.777], [-1.338, -2.404, -1.677], [-0.422, -1.754, -2.479], [-0.596, -1.783, -1.559]]
}



[6]
{
  "formula": "C4H12NO2",
  "method": "ωB97M-V/def2-TZVPD",
  "smiles": "C[C@@H](O)[C@@H]([NH3+])CO",
  "total_charge": 1,
  "max_force_ha_per_bohr": 0.0443,
  "homo_ev": -14.826,
  "gap_ev": 11.45,
  "e_lumo_ev": -3.37,
  "relative_energy_ev": 1.776,
  "symbols": ["C", "C", "O", "C", "N", "C", "O", "H", "H", "H", "H", "H", "H", "H", "H", "H", "H", "H", "H"],
  "coordinates": [[1.377, 0.874, -1.084], [1.140, 0.277, 0.301], [1.478, 1.185, 1.362], [-0.246, -0.238, 0.597], [-1.313, 0.774, 0.215], [-0.651, -1.564, -0.078], [-2.081, -1.508, -0.250], [0.445, 1.281, -1.439], [2.093, 1.676, -0.940], [1.660, 0.072, -1.762], [1.757, -0.607, 0.525], [2.405, 1.409, 1.199], [-0.363, -0.392, 1.676], [-1.063, 1.589, 0.801], [-1.354, 0.958, -0.785], [-2.291, 0.716, 0.514], [-0.119, -1.733, -1.023], [-0.544, -2.366, 0.672], [-2.330, -2.404, -0.503]]
}



[7]
{
  "formula": "C4H12NO2",
  "method": "ωB97M-V/def2-TZVPD",
  "total_charge": 1,
  "max_force_ha_per_bohr": 0.0598,
  "homo_ev": -13.983,
  "gap_ev": 8.55,
  "e_lumo_ev": -5.43,
  "relative_energy_ev": 3.229,
  "symbols": ["C", "C", "C", "C", "N", "H", "H", "H", "H", "H", "H", "H", "H", "H", "H", "O", "H", "H", "O"],
  "coordinates": [[2.270, -1.673, 0.299], [1.616, -0.391, -0.271], [2.072, 0.231, -1.370], [-0.171, 0.110, 1.401], [0.324, 0.002, 0.219], [2.925, -2.046, -0.484], [1.367, -2.239, 0.539], [2.916, -1.421, 1.135], [1.535, 1.067, -1.801], [3.081, -0.001, -1.687], [-0.259, -0.722, 2.103], [-0.458, 1.088, 1.759], [0.056, 0.830, -0.358], [-4.122, 0.181, 1.689], [-4.970, -0.453, 0.654], [-4.045, -0.267, 0.852], [-1.450, 2.572, -1.173], [-1.585, 1.424, -2.136], [-1.103, 1.708, -1.372]]
}



[8]
{
  "formula": "C4H12NO2",
  "method": "ωB97M-V/def2-TZVPD",
  "total_charge": 1,
  "max_force_ha_per_bohr": 0.0425,
  "homo_ev": -14.685,
  "gap_ev": 11.34,
  "e_lumo_ev": -3.34,
  "relative_energy_ev": 1.398,
  "symbols": ["C", "C", "C", "C", "O", "N", "H", "H", "H", "H", "H", "H", "H", "H", "H", "H", "H", "H", "O"],
  "coordinates": [[-0.498, -0.707, 0.481], [-1.043, 0.332, -0.575], [-0.991, 1.803, -0.165], [-0.431, 2.221, 1.137], [0.413, 1.542, 1.712], [0.993, -0.542, 0.486], [-0.790, -0.245, 1.420], [-0.834, -1.718, 0.314], [-0.400, 0.153, -1.442], [-2.037, 0.008, -0.871], [-0.522, 2.380, -0.973], [-1.967, 2.299, -0.245], [-0.595, 3.232, 1.535], [1.085, 0.424, 0.886], [1.300, -0.706, -0.482], [1.558, -1.150, 1.087], [1.101, -3.402, -1.970], [2.140, -3.199, -0.895], [1.518, -2.726, -1.439]]
}



[9]
{
  "formula": "C4H12NO2",
  "method": "ωB97M-V/def2-TZVPD",
  "total_charge": 1,
  "max_force_ha_per_bohr": 0.0253,
  "homo_ev": -13.905,
  "gap_ev": 9.11,
  "e_lumo_ev": -4.80,
  "relative_energy_ev": 2.313,
  "symbols": ["C", "C", "C", "C", "N", "H", "H", "H", "H", "H", "H", "H", "H", "H", "H", "O", "H", "H", "O"],
  "coordinates": [[2.356, 0.745, -0.542], [1.294, 0.283, 0.376], [0.729, 0.963, 1.362], [0.979, -1.648, -1.004], [0.685, -0.971, 0.030], [3.230, 0.089, -0.604], [2.715, 1.735, -0.334], [1.955, 0.798, -1.560], [-0.305, 0.934, 1.655], [1.275, 1.771, 1.843], [0.725, -2.693, -1.111], [1.543, -1.242, -1.831], [-0.124, -1.248, 0.627], [-3.474, 1.834, -2.246], [-3.336, 2.184, -0.787], [-2.965, 1.604, -1.461], [-2.577, -1.332, 1.038], [-1.733, -1.405, 2.277], [-1.685, -1.115, 1.353]]
}



[10]
{
  "formula": "C4H12NO2",
  "method": "ωB97M-V/def2-TZVPD",
  "total_charge": 1,
  "max_force_ha_per_bohr": 0.0920,
  "homo_ev": -13.644,
  "gap_ev": 9.12,
  "e_lumo_ev": -4.52,
  "relative_energy_ev": 3.706,
  "symbols": ["C", "C", "C", "C", "N", "H", "H", "H", "H", "H", "H", "H", "H", "H", "H", "O", "H", "H", "O"],
  "coordinates": [[-1.601, -0.712, -1.600], [-0.407, -0.328, -0.759], [0.868, -0.445, -1.057], [-1.715, 0.968, 0.843], [-0.717, 0.208, 0.544], [-1.512, -1.503, -2.285], [-2.361, -1.125, -1.102], [-2.112, 0.150, -2.015], [1.720, -0.579, -0.262], [1.258, -0.304, -2.061], [-1.857, 1.068, 1.857], [-2.323, 1.512, 0.036], [-0.283, -0.370, 1.359], [0.968, -1.802, 2.985], [0.336, -2.288, 1.723], [0.530, -1.480, 2.177], [3.611, 1.743, -0.305], [2.958, 3.102, 0.127], [2.638, 2.183, -0.206]]
}